No. 1
The following is a quantum chemistry calculation of a molecular structure, C4H5KO4, from the OMol25 dataset.

The geometry in XYZ format:
```
14
Properties=species:S:1:pos:R:3:forces:R:3:lowdin_charge:R:1
O 3.945712 -0.280752 -1.260767 -0.642 -0.152 -0.019 0.234
C 3.140679 -0.840846 -0.645337 0.703 0.053 0.503 -0.384
O 2.432626 -1.437831 0.065072 -0.068 0.167 -0.548 0.132
O -0.133641 -0.389504 -2.190988 -0.611 0.515 -0.146 -0.362
C -0.354074 0.718506 -1.547188 1.281 0.205 -0.009 -0.398
C -0.554094 0.896296 -0.216404 -0.239 0.659 -0.257 -0.218
O -0.724000 -0.200373 0.632213 0.063 -0.540 0.433 -0.324
C -1.593936 0.023105 1.722666 -0.032 0.165 -0.062 -0.112
K -0.079947 -2.242953 -0.782724 -0.027 -0.636 0.283 0.968
H -0.166367 1.666075 -2.092654 -0.257 -0.175 0.136 0.101
H -0.460369 1.868827 0.273892 -0.249 -0.278 -0.195 0.095
H -1.642428 -0.904598 2.306915 0.011 0.216 -0.110 0.084
H -1.208355 0.830712 2.365653 -0.142 -0.172 -0.114 0.089
H -2.601806 0.293336 1.369652 0.210 -0.026 0.105 0.093
```
Forces are in eV/Å.

- E_HOMO (eV) = -6.37
- Kohn-Sham gap (eV) = 5.980
- energy (eV) = -28743.8161

No. 2
The following is a quantum chemistry calculation of a molecular structure, C4H5LiNaO, from the OMol25 dataset.

The geometry in XYZ format:
```
12
Properties=species:S:1:pos:R:3:forces:R:3:lowdin_charge:R:1
C 0.101618 0.862408 -1.949395 -0.054 0.203 -0.470 -0.257
C -0.489992 1.404776 -3.009896 0.174 -0.308 0.337 -0.341
H -0.055382 1.377295 -4.027455 -0.078 0.022 0.315 -0.004
H -1.484398 1.889637 -2.969623 0.321 -0.121 0.060 -0.001
O 1.267591 -0.929030 1.263525 1.597 -0.444 0.044 -0.407
C 0.173178 -0.667226 1.961135 -0.942 0.298 -0.014 -0.477
C -1.072163 -0.576958 1.445053 0.376 -0.281 0.333 -0.041
Na 3.428827 -1.756995 2.142558 -1.130 0.403 -0.447 0.840
Li 0.986343 -0.029257 -0.371052 -0.449 0.138 -0.117 0.526
H 0.320162 -0.459349 3.033853 -0.102 -0.025 -0.176 0.085
H -1.267795 -0.818139 0.394696 0.030 0.216 0.360 0.039
H -1.907989 -0.297161 2.086600 0.258 -0.101 -0.223 0.038
```
Forces are in eV/Å.

- E_HOMO (spin up / spin down) (eV) = -4.74 / -7.28
- Kohn-Sham gap (spin up / spin down) (eV) = 2.636 / 5.098
- multiplicity = 2
- energy (eV) = -10894.3798
- <S²> = 0.759
- energy above the lowest of the compared OMol25 structures with the same formula, charge and spin (kcal/mol) = 18.30

No. 3
The following is a quantum chemistry calculation of a molecular structure, C4H5LiNaO7, from the OMol25 dataset.

The geometry in XYZ format:
```
18
Properties=species:S:1:pos:R:3:forces:R:3:lowdin_charge:R:1
O 2.837713 -2.066842 2.413098 0.465 -0.187 0.740 -0.085
C 2.354592 -0.975679 2.020319 -0.483 -0.301 -1.374 -0.795
O 2.956646 0.124833 2.022185 0.549 0.516 0.540 -0.079
O 1.134901 -1.063779 1.437936 0.494 -0.371 0.623 0.002
C 0.605881 0.083638 0.778494 -0.049 0.563 -0.163 -0.167
O -1.313849 0.808492 -0.405341 -0.387 -0.385 -0.527 -0.147
C -1.907510 0.713395 -1.911364 0.235 0.737 -0.809 -0.964
C -0.680685 -0.331757 0.085926 -0.239 -0.134 -0.287 -0.272
O -0.907337 0.502638 -2.752046 0.645 0.058 0.242 -0.267
O -2.518955 1.881413 -2.059448 0.051 0.597 0.229 -0.286
Na 4.736675 -0.935388 3.004797 -0.853 -0.026 -0.388 0.773
Li -0.896935 2.378974 -2.862932 -0.756 -1.068 0.424 0.740
H 1.322092 0.448872 0.028600 -0.155 -0.066 0.187 0.129
H 0.429995 0.893890 1.501613 -0.020 -0.210 -0.148 0.126
H -0.419392 -1.051341 -0.709462 -0.128 0.235 0.029 0.123
H -1.337935 -0.868089 0.797499 0.209 0.025 0.026 0.115
O -2.822467 -0.393526 -1.970194 0.349 -0.247 0.647 -0.017
H -3.573431 -0.149745 -1.419681 0.074 0.264 0.008 0.071
```
Forces are in eV/Å.

- E_HOMO (eV) = -3.25
- charge = -1
- Kohn-Sham gap (eV) = 4.005
- energy (eV) = -23185.9511
- energy above the lowest of the compared OMol25 structures with the same formula, charge and spin (kcal/mol) = 51.56

No. 4
The following is a quantum chemistry calculation of a molecular structure, C4H5MnO2, from the OMol25 dataset.

The geometry in XYZ format:
```
12
Properties=species:S:1:pos:R:3:forces:R:3:lowdin_charge:R:1
H 1.444082 -1.064956 0.885791 1.639 -0.433 -1.686 0.210
C -0.218825 -0.657498 -0.154734 -2.357 2.113 -1.874 -0.004
C 1.238677 -0.633862 -0.156657 -2.232 -0.315 5.010 -0.078
O 1.969494 0.080507 -0.814430 -0.494 -0.111 -0.806 -0.044
Mn 3.738124 0.525688 -1.106355 2.303 0.617 -0.654 1.699
H -0.679982 -1.635690 -0.327873 0.057 -0.107 0.247 0.200
O -1.578663 0.582042 1.736756 -0.286 -0.156 -0.604 0.398
C -1.110246 0.323000 0.624619 1.137 -0.920 0.226 -0.108
C -1.054360 0.640500 -0.736534 0.517 -0.870 -0.417 0.137
H -1.399210 -0.089900 2.428962 0.044 0.031 0.549 0.233
H -0.429016 1.501613 -1.007813 -0.289 -0.107 -0.038 0.173
H -1.920074 0.428561 -1.371736 -0.037 0.258 0.046 0.185
```
Forces are in eV/Å.

- E_HOMO (spin up / spin down) (eV) = -24.33 / -24.34
- charge = +3
- Kohn-Sham gap (spin up / spin down) (eV) = 9.134 / 8.695
- multiplicity = 6
- energy (eV) = -39605.5083
- <S²> = 8.753

No. 5
The following is a quantum chemistry calculation of a molecular structure, C4H5N, from the OMol25 dataset.

The geometry in XYZ format:
```
10
Properties=species:S:1:pos:R:3:forces:R:3:lowdin_charge:R:1
N -0.333964 -0.180890 1.063671 -0.077 -0.142 0.188 -0.082
C -1.248342 0.698971 0.208205 0.089 -0.114 -0.375 -0.095
C -0.522346 0.673483 -0.968667 -0.109 0.075 0.025 -0.181
C 0.596770 -0.214402 -0.936355 0.035 -0.064 0.101 -0.100
C 0.704930 -0.737603 0.314316 -0.006 0.128 -0.111 -0.132
H -0.729055 -0.636320 1.878530 0.056 0.080 -0.137 0.148
H -0.373198 0.960622 1.274076 0.196 0.002 0.100 0.159
H -0.801695 1.263860 -1.834422 0.034 -0.096 0.145 0.079
H 1.274246 -0.424135 -1.756258 -0.101 0.036 0.133 0.099
H 1.432655 -1.403584 0.756904 -0.117 0.095 -0.070 0.105
```
Forces are in eV/Å.

- E_HOMO (eV) = -8.74
- Kohn-Sham gap (eV) = 9.611
- energy (eV) = -5714.9921
- energy above the lowest of the compared OMol25 structures with the same formula, charge and spin (kcal/mol) = 88.89

No. 6
The following is a quantum chemistry calculation of C4H5N in the gas phase, from the OMol25 dataset.

The geometry in XYZ format:
```
10
Properties=species:S:1:pos:R:3:forces:R:3:lowdin_charge:R:1
C -1.809580 -1.506546 -0.274828 0.506 0.396 0.265 0.107
C -0.943208 -0.754492 0.107696 0.304 -0.154 -0.153 -0.085
C 0.111944 0.177412 0.530888 0.115 -0.583 -0.468 -0.336
C 1.109483 0.749323 -0.408588 0.525 -0.115 -0.512 -0.171
N 0.034557 1.579751 0.103221 -0.061 0.079 -0.123 0.030
H -2.565457 -2.197061 -0.601885 0.285 0.328 0.141 0.027
H 0.717701 -0.035492 1.387411 -1.036 0.024 1.315 0.123
H 1.115129 0.293451 -1.381855 -0.118 0.477 -0.563 0.103
H 2.084951 1.045695 -0.006247 -0.315 -0.441 -0.185 0.107
H -0.670009 1.649806 -0.626641 -0.204 -0.011 0.283 0.095
```
Forces are in eV/Å.

- E_HOMO (eV) = -9.33
- SMILES = C#C[C@H]1CN1
- Kohn-Sham gap (eV) = 10.466
- energy (eV) = -5715.6204
- energy above the lowest of the compared OMol25 structures with the same formula, charge and spin (kcal/mol) = 74.40

No. 7
The following is a quantum chemistry calculation of a molecular structure, C4H5N, from the OMol25 dataset.

The geometry in XYZ format:
```
10
Properties=species:S:1:pos:R:3:forces:R:3:lowdin_charge:R:1
C -1.053665 0.676025 -1.363457 -1.026 -0.039 0.243 -0.097
C 0.209963 1.032808 -1.024191 -0.731 -0.215 0.207 -0.045
C 0.226301 0.157195 0.020649 1.567 0.350 0.424 -0.400
C 0.758413 -1.016530 0.664539 0.347 -0.485 0.008 -0.034
N 0.220636 0.181700 1.370504 0.391 0.274 -0.186 0.127
H -1.779333 1.273539 -1.892645 0.162 0.167 -0.711 0.040
H -1.521874 -0.170839 -0.826497 -0.640 0.061 -0.679 0.057
H 1.828007 -1.071486 0.490424 0.075 -0.327 0.232 0.113
H 0.236675 -1.944322 0.861777 -0.086 0.155 -0.094 0.110
H 0.874877 0.881910 1.698897 -0.058 0.057 0.556 0.129
```
Forces are in eV/Å.

- E_HOMO (eV) = -8.51
- Kohn-Sham gap (eV) = 8.995
- energy (eV) = -5713.1654
- energy above the lowest of the compared OMol25 structures with the same formula, charge and spin (kcal/mol) = 131.01

No. 8
The following is a quantum chemistry calculation of 2 unconnected molecules or ions with the total composition C4H5N2, from the OMol25 dataset.

The geometry in XYZ format:
```
11
Properties=species:S:1:pos:R:3:forces:R:3:lowdin_charge:R:1
C 1.537311 -1.016648 -2.300964 -1.208 -0.744 2.951 -0.054
C 0.114031 0.947401 -0.413605 -1.566 2.830 2.627 0.041
C -0.704934 -0.257407 -0.336413 1.738 -0.026 -1.753 -0.056
C 0.305123 -1.284158 -0.329642 2.109 6.667 -3.935 0.156
N 2.214157 -0.979737 -3.242322 -0.602 0.087 0.675 0.063
N 0.477313 -0.111843 0.592056 -0.193 -1.471 -0.755 0.133
H 0.177306 -2.205599 -0.014808 -0.075 -4.594 1.433 0.085
H 0.985682 1.119066 -0.926284 1.563 -0.344 -2.570 0.087
H -0.219622 2.011671 -0.044846 -0.010 -2.548 -0.158 0.197
H -1.698098 -0.421243 -0.099462 -1.866 0.152 0.686 0.153
H 0.375436 -0.127966 1.588224 0.108 -0.008 0.798 0.193
```
Forces are in eV/Å.

- E_HOMO (spin up / spin down) (eV) = -15.97 / -15.97
- charge = +1
- Kohn-Sham gap (spin up / spin down) (eV) = 9.146 / 9.145
- energy (eV) = -7194.1043
- energy above the lowest of the compared OMol25 structures with the same formula, charge and spin (kcal/mol) = 148.68

No. 9
The following is a quantum chemistry calculation of a molecular structure, C4H5N2, from the OMol25 dataset.

The geometry in XYZ format:
```
11
Properties=species:S:1:pos:R:3:forces:R:3:lowdin_charge:R:1
C 2.191876 -0.307118 -1.482229 -3.091 1.742 -3.357 -0.199
C 0.342702 -0.314532 -0.749585 1.071 -3.071 4.258 -0.288
C 1.461145 -0.968035 0.077134 -0.278 0.500 1.655 0.172
C -1.002743 -0.225693 -0.363348 0.722 0.227 0.735 0.024
N 1.015404 0.213640 -1.794958 3.617 1.396 -3.885 0.299
N 3.151835 -0.655079 -0.896225 2.290 -0.308 0.960 0.378
H 1.818481 -0.404930 0.944188 -0.617 -0.292 0.340 0.138
H 1.749597 -1.999945 0.120764 -0.526 -0.594 -0.208 0.124
H -1.344592 0.637667 -0.852250 -1.268 1.546 -0.102 0.106
H -1.000022 -0.289910 0.726016 -0.628 0.339 0.081 0.133
H -1.536784 -1.039463 -0.755604 -1.292 -1.485 -0.477 0.111
```
Forces are in eV/Å.

- E_HOMO (spin up / spin down) (eV) = -12.83 / -17.60
- charge = +1
- Kohn-Sham gap (spin up / spin down) (eV) = 6.680 / 7.489
- multiplicity = 3
- energy (eV) = -7193.0413
- <S²> = 2.025
- energy above the lowest of the compared OMol25 structures with the same formula, charge and spin (kcal/mol) = 114.57

No. 10
The following is a quantum chemistry calculation of a molecular structure, C4H5N2O, from the OMol25 dataset.

The geometry in XYZ format:
```
12
Properties=species:S:1:pos:R:3:forces:R:3:lowdin_charge:R:1
C -0.964688 -1.260022 0.000397 -0.551 3.315 0.738 0.033
C 0.289709 -1.150093 0.228872 3.519 0.392 0.212 0.049
C 0.674244 1.552742 1.725563 -0.529 -2.392 -1.279 0.035
C -0.619889 0.990241 -0.662767 0.899 -1.295 -1.405 -0.022
N -1.211502 0.168203 0.276819 -3.273 -1.209 1.042 0.038
N 0.197963 0.377553 0.378566 2.244 0.407 1.167 -0.039
O 0.528465 2.664381 1.597491 -0.205 1.125 -0.405 0.277
H -1.733670 -1.880064 -0.138023 -2.434 -2.671 -0.755 0.095
H 1.153750 -1.804447 0.362629 -0.161 0.630 -0.156 0.133
H 0.958529 0.768856 2.367536 0.643 -0.309 1.446 0.145
H -0.414041 0.671708 -1.652532 0.009 -0.345 -0.854 0.145
H -0.821993 1.982745 -0.491886 -0.161 2.352 0.248 0.111
```
Forces are in eV/Å.

- E_HOMO (eV) = -15.54
- charge = +1
- Kohn-Sham gap (eV) = 10.834
- energy (eV) = -9243.6456
- energy above the lowest of the compared OMol25 structures with the same formula, charge and spin (kcal/mol) = 106.18

No. 11
The following is a quantum chemistry calculation of a gas-phase ion, C4H5N2OS (charge -1), from the OMol25 dataset.

The geometry in XYZ format:
```
13
Properties=species:S:1:pos:R:3:forces:R:3:lowdin_charge:R:1
C -1.798693 0.663902 0.003386 0.607 -2.514 -4.167 -0.091
N -0.476762 0.250945 0.267728 -0.077 -1.962 1.012 -0.281
N 0.440794 1.236078 0.648724 0.989 -3.696 2.563 0.025
C -0.143596 -1.099808 0.129626 -0.630 1.960 -0.443 -0.504
O -0.979088 -1.985824 -0.082719 0.200 0.028 0.211 -0.043
C 1.290404 -1.237588 0.052116 1.962 -0.350 -0.631 -0.136
C 2.103184 -0.163750 0.136169 -2.600 0.406 0.352 -0.750
S 3.482023 0.598527 -0.075647 0.925 0.198 0.042 0.498
H -1.720270 1.210947 -0.989384 -0.664 -0.174 0.789 0.093
H -2.376104 -0.291253 -0.183392 0.204 1.281 0.423 0.093
H -2.156358 1.291399 0.709596 -1.398 1.870 2.393 0.026
H 0.622990 1.675648 -0.169943 0.985 2.179 -3.391 -0.045
H 1.711479 -2.149229 -0.446266 -0.502 0.772 0.847 0.114
```
Forces are in eV/Å.

- E_HOMO (eV) = -3.41
- charge = -1
- SMILES = CN([NH-])C(=O)C=C=S
- Kohn-Sham gap (eV) = 6.983
- energy (eV) = -20090.3893
- energy above the lowest of the compared OMol25 structures with the same formula, charge and spin (kcal/mol) = 66.54

No. 12
The following is a quantum chemistry calculation of C4H5N3 in the gas phase, from the OMol25 dataset.

The geometry in XYZ format:
```
12
Properties=species:S:1:pos:R:3:forces:R:3:lowdin_charge:R:1
N -2.024416 0.109435 0.017165 -0.103 -0.016 -0.073 0.085
C -0.634279 0.035457 0.066007 0.376 -0.015 -0.012 -0.303
C 0.170204 1.177061 0.112915 -0.057 -0.047 -0.019 -0.098
N 1.497177 1.121334 0.069634 -0.137 -0.222 -0.010 0.070
C 2.038280 -0.094280 0.017910 0.063 -0.003 0.022 -0.235
N 1.382450 -1.250138 0.089011 -0.119 0.229 -0.016 0.070
C 0.055587 -1.177204 0.126208 -0.046 0.048 -0.021 -0.098
H -2.368069 0.914577 -0.489521 0.004 -0.079 0.133 0.090
H -2.464419 -0.735439 -0.322875 0.034 0.101 0.081 0.089
H -0.282687 2.166459 0.192108 0.062 -0.135 -0.099 0.115
H 3.119294 -0.148183 -0.086393 -0.145 0.013 0.098 0.102
H -0.489125 -2.119077 0.207833 0.069 0.126 -0.084 0.114
```
Forces are in eV/Å.

- E_HOMO (eV) = -8.89
- SMILES = Nc1cncnc1
- Kohn-Sham gap (eV) = 9.711
- energy (eV) = -8699.2336
- energy above the lowest of the compared OMol25 structures with the same formula, charge and spin (kcal/mol) = 13.35